Entry from the Open Molecules 2025 dataset: C15H5F10NOSSc as an isolated structure (ωB97M-V/def2-TZVPD).

XYZ file:
```
34
C15H5F10NOSSc, DFT ωB97M-V/def2-TZVPD
Sc 0.24 0.02 0.46
S 2.38 -0.29 -0.64
F -0.03 0.79 5.73
F -2.06 -1.66 4.67
F 0.71 -4.75 -4.14
F -2.02 1.43 2.79
F 1.37 -2.00 4.15
F 1.36 0.50 2.59
F -0.43 -1.31 -1.15
F 3.32 -4.11 -3.89
F 4.09 -2.10 -2.29
F -1.18 -3.33 -2.76
O -0.46 -1.49 1.69
N -0.66 1.70 -0.66
C -1.09 2.58 -1.27
C 2.80 -2.38 -2.39
C 1.07 -3.76 -3.36
C -1.64 4.99 -1.19
C -0.01 0.10 4.60
C 0.35 -1.25 4.39
C -0.93 0.75 2.34
C 2.41 -3.42 -3.22
C 0.16 0.67 3.26
C 1.87 -1.64 -1.67
C 0.55 -2.01 -1.85
C -1.64 3.70 -2.01
C -0.97 -0.75 2.60
C 0.11 -3.04 -2.66
C -1.02 -1.10 4.08
H -2.08 5.79 -1.79
H -0.63 5.28 -0.91
H -2.65 3.40 -2.31
H -2.24 4.88 -0.29
H -1.05 3.79 -2.92
```

Computed properties:
* gap between HOMO and LUMO: 6.92 eV
* E_HOMO: -11.84 eV
* total charge: +1

Here are the Löwdin charges for atoms 1 to 4, given in e:
1 Sc 0.991
2 S 0.696
3 F 0.171
4 F 0.180